102
Properties=species:S:1:pos:R:3 method="wB97M-V/def2-TZVPD" spin_multiplicity=3 e_homo_ha="-0.384 / -0.384" total_charge=+1 largest_force_ev_per_a=3.394 orbital_gap_ev="6.98 / 7.23" mol_weight_g_mol=775.78
V 0.007 0.143 -0.275
C -6.545 0.983 -5.907
O -5.951 1.526 -4.731
C -6.321 0.999 -3.545
C -7.199 -0.068 -3.404
C -7.499 -0.540 -2.130
C -6.899 0.000 -1.008
C -6.061 1.111 -1.153
C -5.783 1.609 -2.407
N -7.236 -0.640 0.238
N -6.433 -0.678 1.188
C -5.076 -0.235 1.057
C -4.568 0.646 1.965
C -3.238 1.130 1.875
C -2.439 0.676 0.891
O -1.127 1.024 0.644
C -2.913 -0.289 -0.011
N -1.998 -0.699 -0.949
C -2.385 -1.584 -1.842
C -3.660 -2.170 -1.822
C -4.562 -1.793 -0.863
C -4.216 -0.783 0.060
H -6.109 1.523 -6.740
H -7.626 1.132 -5.903
H -6.322 -0.080 -6.008
H -7.664 -0.525 -4.266
H -8.192 -1.365 -1.998
H -5.670 1.617 -0.281
H -5.156 2.484 -2.539
H -5.228 1.025 2.738
H -2.876 1.867 2.583
H -1.661 -1.866 -2.599
H -3.912 -2.923 -2.558
H -5.531 -2.273 -0.804
O 1.786 -2.549 -2.522
C 1.025 -2.408 -1.619
O 0.725 -1.163 -1.127
C 0.315 -3.537 -0.949
C 0.366 -4.795 -1.538
C -0.302 -5.862 -0.957
C -1.038 -5.680 0.206
C -1.081 -4.421 0.768
C -0.403 -3.353 0.224
N -1.909 -4.187 1.981
O -2.418 -5.151 2.507
O -2.042 -3.035 2.355
H 0.933 -4.921 -2.451
H -0.258 -6.841 -1.415
H -1.575 -6.493 0.674
H -0.452 -2.403 0.725
C 3.553 4.907 2.133
C 3.427 4.822 0.598
C 2.538 3.640 0.172
C 2.770 2.481 1.155
C 2.108 2.855 2.497
C 2.295 4.359 2.804
P 2.252 0.841 0.531
C 2.548 -0.385 1.889
C 1.370 -0.474 2.877
C 1.526 -1.691 3.802
C 2.990 -1.910 4.239
C 3.794 -0.621 4.109
C 3.896 -0.216 2.636
C 3.486 0.329 -0.747
C 4.978 0.590 -0.391
C 5.623 1.592 -1.345
C 5.586 1.070 -2.788
C 4.229 0.410 -3.131
C 3.145 0.857 -2.152
H 3.723 5.940 2.439
H 4.422 4.336 2.475
H 4.418 4.706 0.154
H 3.007 5.749 0.201
H 2.756 3.368 -0.857
H 1.482 3.923 0.209
H 3.846 2.384 1.301
H 2.543 2.259 3.303
H 1.039 2.626 2.456
H 2.343 4.506 3.883
H 1.429 4.924 2.446
H 2.563 -1.336 1.344
H 0.418 -0.555 2.348
H 1.316 0.438 3.472
H 1.151 -2.583 3.299
H 0.893 -1.539 4.676
H 3.461 -2.677 3.614
H 3.022 -2.276 5.265
H 4.798 -0.752 4.514
H 3.320 0.174 4.696
H 4.648 -0.846 2.156
H 4.262 0.810 2.572
H 3.337 -0.752 -0.796
H 5.522 -0.356 -0.469
H 5.103 0.922 0.637
H 6.655 1.771 -1.041
H 5.106 2.557 -1.276
H 6.389 0.342 -2.924
H 5.790 1.894 -3.474
H 4.305 -0.680 -3.084
H 3.931 0.659 -4.149
H 2.175 0.480 -2.470
H 3.087 1.945 -2.169